Entry 1:
Density functional theory data (wB97M-V/def2-TZVPD) for a cluster of 13 separate species, C66H162N21O19P7 in total at a distorted geometry.

The geometry in XYZ format:
```
275
C66H162N21O19P7 | the OMol25 dataset | wB97M-V/def2-TZVPD
O 0.81 -0.20 -7.11
P 1.79 0.93 -6.91
N 1.20 2.06 -5.74
C -0.17 2.06 -5.25
C 1.94 3.32 -5.48
N 2.05 1.91 -8.30
C 3.24 2.78 -8.41
C 1.36 1.60 -9.52
N 3.31 0.44 -6.36
C 4.28 -0.16 -7.31
C 3.43 0.14 -4.95
H -0.76 2.71 -5.89
H -0.23 2.34 -4.20
H -0.54 1.03 -5.27
H 1.66 3.83 -4.56
H 1.64 3.93 -6.33
H 3.01 3.11 -5.41
H 3.56 3.04 -7.40
H 4.00 2.34 -9.06
H 2.92 3.70 -8.90
H 1.91 0.94 -10.20
H 0.48 0.99 -9.30
H 1.08 2.46 -10.13
H 5.31 -0.06 -6.97
H 4.25 -1.25 -7.30
H 4.20 0.11 -8.36
H 4.49 0.19 -4.70
H 2.93 -0.82 -4.78
H 2.88 0.86 -4.34
O -1.64 7.93 3.74
P -1.47 6.56 4.26
N -2.95 5.66 4.32
C -4.18 6.34 4.29
C -3.02 4.26 4.67
N -0.92 6.55 5.89
C -0.98 7.79 6.70
C -0.48 5.40 6.59
N -0.46 5.51 3.42
C 0.98 5.86 3.30
C -1.00 4.98 2.15
H -4.06 7.31 3.81
H -4.43 6.49 5.34
H -4.87 5.74 3.71
H -3.33 4.15 5.70
H -2.07 3.72 4.67
H -3.72 3.74 4.01
H -0.91 7.49 7.75
H -0.18 8.44 6.37
H -1.92 8.32 6.52
H -1.02 5.18 7.51
H -0.57 4.54 5.92
H 0.60 5.40 6.76
H 1.36 6.61 3.99
H 1.64 5.00 3.20
H 1.06 6.46 2.39
H -1.25 5.77 1.45
H -1.91 4.40 2.26
H -0.25 4.39 1.62
O 2.82 -5.45 5.94
P 3.66 -5.67 4.72
N 3.59 -7.21 3.91
C 2.41 -7.54 3.15
C 4.19 -8.33 4.55
N 5.31 -5.48 5.04
C 5.71 -4.70 6.25
C 6.42 -5.76 4.11
N 3.35 -4.52 3.56
C 3.96 -4.55 2.21
C 2.37 -3.51 3.77
H 1.72 -7.91 3.91
H 2.68 -8.33 2.45
H 2.06 -6.73 2.51
H 4.44 -9.04 3.76
H 3.59 -8.75 5.35
H 5.09 -8.05 5.11
H 5.27 -3.71 6.10
H 5.42 -5.21 7.17
H 6.79 -4.57 6.30
H 6.58 -4.91 3.44
H 7.33 -6.08 4.63
H 6.20 -6.52 3.37
H 3.18 -4.31 1.49
H 4.77 -3.82 2.22
H 4.30 -5.56 1.99
H 2.76 -2.54 3.45
H 2.07 -3.50 4.82
H 1.43 -3.71 3.25
O -6.82 7.04 1.69
P -6.79 6.09 0.52
N -5.58 4.94 0.55
C -4.24 5.43 0.26
C -5.62 3.88 1.63
N -6.62 6.81 -1.10
C -6.37 6.07 -2.35
C -7.28 8.05 -1.45
N -8.27 5.24 0.34
C -9.43 5.90 0.81
C -8.45 4.19 -0.70
H -4.17 6.21 -0.51
H -3.48 4.66 0.11
H -3.83 6.03 1.07
H -5.15 4.19 2.56
H -5.27 2.89 1.34
H -6.66 3.65 1.88
H -5.53 6.52 -2.87
H -6.11 5.04 -2.08
H -7.22 6.06 -3.02
H -7.15 8.35 -2.49
H -8.36 7.98 -1.32
H -6.87 8.80 -0.77
H -10.01 5.18 1.39
H -9.22 6.71 1.50
H -9.95 6.24 -0.09
H -7.58 3.56 -0.87
H -8.64 4.70 -1.64
H -9.35 3.59 -0.53
O -3.09 -2.67 -2.82
P -3.46 -3.71 -1.82
N -4.35 -3.01 -0.49
C -3.75 -2.40 0.67
C -5.80 -2.74 -0.78
N -2.08 -4.53 -1.10
C -2.00 -5.86 -0.48
C -0.84 -3.78 -1.01
N -4.38 -4.99 -2.62
C -4.09 -5.38 -3.98
C -5.36 -5.79 -2.01
H -3.48 -1.37 0.44
H -2.83 -2.94 0.93
H -4.38 -2.32 1.55
H -6.47 -3.26 -0.08
H -5.96 -2.86 -1.85
H -6.00 -1.69 -0.56
H -0.98 -6.22 -0.36
H -2.38 -5.83 0.55
H -2.54 -6.63 -1.03
H 0.00 -4.34 -1.41
H -0.94 -2.86 -1.58
H -0.57 -3.53 0.02
H -3.64 -6.38 -4.00
H -5.06 -5.49 -4.46
H -3.57 -4.60 -4.54
H -6.38 -5.52 -2.24
H -5.30 -5.62 -0.93
H -5.29 -6.87 -2.12
O 2.54 -4.10 -3.31
P 1.79 -4.39 -4.55
N 2.83 -4.85 -5.82
C 3.83 -3.80 -6.28
C 2.55 -5.86 -6.86
N 0.80 -3.10 -5.05
C -0.13 -3.26 -6.18
C 0.43 -2.02 -4.18
N 0.79 -5.80 -4.34
C -0.21 -6.29 -5.31
C 0.76 -6.51 -3.02
H 4.76 -4.16 -6.71
H 4.09 -3.10 -5.49
H 3.31 -3.17 -7.01
H 2.15 -6.78 -6.43
H 3.50 -6.03 -7.37
H 1.72 -5.47 -7.45
H -0.99 -3.83 -5.82
H -0.40 -2.25 -6.50
H 0.39 -3.66 -7.04
H 1.29 -1.58 -3.68
H -0.02 -1.21 -4.75
H -0.38 -2.37 -3.53
H -1.22 -5.92 -5.12
H 0.02 -6.03 -6.34
H -0.24 -7.38 -5.30
H 0.91 -7.59 -3.13
H -0.14 -6.32 -2.44
H 1.56 -6.40 -2.29
O -0.69 -1.25 1.24
P 0.17 -0.16 0.71
N -0.80 0.87 -0.26
C -1.29 0.53 -1.59
C -1.70 1.85 0.44
N 1.48 -0.66 -0.30
C 2.37 0.26 -1.01
C 2.04 -1.99 -0.16
N 0.91 0.76 1.91
C 0.56 0.51 3.32
C 1.52 2.04 1.60
H -0.45 0.06 -2.09
H -1.66 1.41 -2.12
H -2.16 -0.11 -1.44
H -1.60 1.82 1.53
H -2.75 1.65 0.26
H -1.40 2.85 0.12
H 3.26 0.51 -0.42
H 2.67 -0.29 -1.90
H 1.85 1.17 -1.32
H 2.99 -2.02 0.38
H 1.40 -2.58 0.48
H 2.14 -2.43 -1.15
H 1.45 0.54 3.95
H -0.03 1.34 3.69
H 0.02 -0.43 3.40
H 2.54 1.90 1.22
H 1.74 2.54 2.54
H 0.91 2.58 0.89
O 5.71 -1.24 5.20
C 5.73 -0.45 4.24
O 4.68 0.25 3.82
C 5.01 1.29 2.96
C 6.54 1.36 2.97
C 6.98 -0.03 3.39
H 4.67 2.25 3.36
H 4.64 1.11 1.95
H 7.03 2.03 3.67
H 6.92 1.63 1.98
H 7.95 -0.04 3.89
H 7.09 -0.61 2.47
O -1.00 -2.36 7.30
C 0.18 -2.11 7.22
O 0.69 -1.18 6.42
C 2.06 -0.99 6.76
C 2.49 -1.91 7.88
C 1.25 -2.80 8.01
H 2.15 0.03 7.15
H 2.64 -1.10 5.84
H 2.69 -1.36 8.81
H 3.37 -2.49 7.61
H 0.85 -2.97 9.01
H 1.47 -3.79 7.60
O -3.96 3.46 -4.05
C -4.49 2.59 -3.47
O -4.79 2.74 -2.20
C -5.52 1.57 -1.80
C -5.17 0.47 -2.71
C -4.64 1.13 -3.97
H -6.59 1.74 -1.87
H -5.34 1.30 -0.76
H -5.98 -0.24 -2.91
H -4.40 -0.17 -2.28
H -5.20 1.00 -4.89
H -3.65 0.67 -4.03
O 5.67 -0.03 0.06
C 5.77 -1.13 -0.58
O 5.12 -1.32 -1.75
C 5.46 -2.50 -2.31
C 6.78 -2.90 -1.65
C 6.71 -2.27 -0.28
H 5.55 -2.41 -3.39
H 4.68 -3.22 -2.06
H 7.64 -2.51 -2.20
H 6.92 -3.98 -1.61
H 7.64 -1.84 0.11
H 6.29 -3.02 0.39
O -4.45 1.48 4.39
C -3.92 0.42 4.42
O -2.78 0.09 3.76
C -2.30 -1.22 3.91
C -3.38 -1.90 4.68
C -4.29 -0.80 5.29
H -1.32 -1.19 4.40
H -2.23 -1.78 2.98
H -2.92 -2.46 5.49
H -3.93 -2.49 3.94
H -3.96 -0.53 6.29
H -5.36 -1.01 5.34
O 3.37 6.64 -2.92
C 3.66 6.20 -1.79
O 4.80 5.52 -1.42
C 4.82 5.07 -0.07
C 3.43 5.46 0.50
C 2.72 6.25 -0.61
H 5.66 5.55 0.42
H 4.92 4.01 0.13
H 3.59 6.12 1.35
H 2.82 4.65 0.91
H 2.65 7.33 -0.56
H 1.76 5.80 -0.89
```

Values from the calculation:
- 2S+1: 1
- Energy: -7581.101702 hartree
- Frontier orbital gap: 7.8 eV

=====

Entry 2:
Density functional theory data (wB97M-V/def2-TZVPD) for a structure of composition CAg9O3 at a distorted geometry.

The geometry in XYZ format:
```
13
CAg9O3 | the OMol25 dataset | wB97M-V/def2-TZVPD
Ag 1.46 2.40 0.74
Ag 1.08 -1.98 -2.19
Ag 2.84 0.58 -1.61
Ag -0.11 0.93 -3.22
Ag 0.40 0.30 3.44
Ag 1.70 -2.02 1.09
Ag -1.67 2.46 -0.94
Ag -1.76 -2.31 2.34
Ag -2.96 0.24 0.69
C -0.22 -0.09 -0.02
O -1.00 0.07 -0.91
O -0.71 -0.47 1.00
O 0.94 -0.10 -0.41
```

Values from the calculation:
- 2S+1: 1
- Total charge: +7
- Energy: -1582.077808 hartree
- ΔE to the lowest compared entry with this formula, charge and spin: 47.1 kcal per mole
- Frontier orbital gap: 7.4 eV

=====

Entry 3:
Density functional theory data (wB97M-V/def2-TZVPD) for an isolated molecule of C4H7OP at a distorted geometry.

The geometry in XYZ format:
```
13
C4H7OP | the OMol25 dataset | wB97M-V/def2-TZVPD
C -2.57 0.78 0.10
C -1.55 0.14 -0.05
P 0.00 -0.63 -0.08
C 0.89 0.09 1.39
C 0.91 -0.03 -1.52
O -0.20 -2.09 0.14
H -3.64 0.95 0.11
H 1.53 -0.61 2.00
H 1.41 0.99 1.30
H 0.11 0.30 2.18
H 0.13 0.21 -2.34
H 1.47 0.79 -1.28
H 1.50 -0.88 -1.95
```

Values from the calculation:
- 2S+1: 1
- SMILES: C#CP(C)(C)=O
- Energy: -573.147176 hartree
- ΔE to the lowest compared entry with this formula, charge and spin: 30.2 kcal per mole
- Frontier orbital gap: 10.9 eV